Entry from OMol25: a molecular structure, C44H40N11OPbS2Sb at a distorted geometry (the ωB97M-V functional and the def2-TZVPD basis).

Properties
* orbital gap: 7.765 eV
* net charge: +2
* lowest unoccupied orbital energy: -4.99 eV
* HOMO: -0.4687 Ha
* energy relative to the best compared isomer or geometry (same formula, charge and spin): 1.262 eV

Atoms and positions in Å:
Pb (14.00, 11.50, 13.74)
Sb (11.37, 13.42, 10.77)
S (12.83, 11.71, 10.84)
S (17.32, 8.99, 10.38)
O (12.73, 10.53, 16.31)
N (12.48, 8.35, 10.79)
N (13.73, 13.75, 15.71)
N (13.17, 11.55, 18.18)
N (15.51, 9.94, 11.96)
N (15.66, 13.13, 12.97)
N (17.56, 10.40, 16.55)
N (17.65, 12.65, 15.85)
N (13.19, 8.98, 12.77)
N (18.77, 11.95, 17.72)
N (15.95, 9.08, 15.62)
N (16.26, 11.15, 14.70)
C (12.78, 16.34, 10.80)
C (7.58, 12.53, 8.00)
C (12.45, 15.21, 10.04)
C (10.65, 13.89, 12.67)
C (16.65, 13.36, 13.84)
C (9.13, 8.11, 12.39)
C (10.00, 7.98, 11.34)
C (17.45, 14.48, 13.77)
C (9.34, 14.15, 15.14)
C (15.45, 13.98, 11.99)
C (12.88, 15.91, 17.35)
C (11.35, 8.37, 11.52)
C (16.88, 12.35, 14.89)
C (17.24, 15.36, 12.75)
C (9.37, 11.76, 9.41)
C (16.73, 10.08, 11.61)
C (9.65, 15.23, 14.33)
C (13.64, 17.26, 10.28)
C (11.76, 8.84, 12.77)
C (13.76, 13.65, 17.08)
C (12.46, 10.67, 17.50)
C (8.26, 11.50, 8.55)
C (13.25, 14.71, 17.86)
C (17.97, 11.69, 16.70)
C (13.95, 15.92, 8.28)
C (10.19, 15.13, 13.07)
C (9.79, 13.08, 9.53)
C (12.84, 16.00, 15.93)
C (14.24, 17.09, 9.00)
C (15.67, 8.43, 10.16)
C (13.50, 8.79, 11.54)
C (14.22, 12.35, 17.64)
C (13.15, 14.99, 8.81)
C (13.28, 14.91, 15.21)
C (9.54, 8.65, 13.65)
C (7.99, 13.84, 8.21)
C (10.45, 12.79, 13.52)
C (16.20, 15.16, 11.89)
C (14.90, 8.98, 11.15)
C (9.12, 14.17, 9.03)
C (16.59, 10.26, 15.62)
C (11.40, 9.88, 18.16)
C (9.66, 12.93, 14.65)
C (10.86, 8.90, 13.83)
H (14.65, 13.68, 11.26)
H (8.02, 10.50, 8.24)
H (16.18, 8.39, 16.35)
H (13.12, 11.47, 19.16)
H (14.79, 17.92, 8.58)
H (8.87, 14.21, 16.14)
H (10.72, 11.82, 13.19)
H (14.76, 11.73, 16.86)
H (9.62, 7.60, 10.36)
H (8.12, 7.85, 12.20)
H (9.93, 10.90, 9.78)
H (12.46, 16.67, 18.01)
H (9.30, 16.19, 14.71)
H (9.40, 12.03, 15.14)
H (18.99, 11.20, 18.40)
H (15.09, 8.96, 15.09)
H (8.87, 8.69, 14.47)
H (14.96, 12.49, 18.43)
H (9.52, 15.16, 9.11)
H (13.42, 14.61, 18.98)
H (15.37, 7.70, 9.43)
H (17.83, 16.24, 12.69)
H (12.94, 14.07, 8.27)
H (10.51, 10.52, 18.25)
H (13.79, 18.22, 10.82)
H (18.22, 14.69, 14.49)
H (15.93, 15.85, 11.10)
H (10.45, 16.06, 12.54)
H (6.84, 12.39, 7.25)
H (17.49, 10.58, 12.17)
H (11.28, 9.15, 14.80)
H (11.75, 9.57, 19.15)
H (11.15, 9.02, 17.58)
H (12.38, 16.83, 15.33)
H (19.15, 12.87, 17.87)
H (14.37, 15.80, 7.31)
H (13.30, 14.99, 14.13)
H (7.37, 14.65, 7.76)
H (12.50, 8.07, 9.82)
H (12.35, 16.32, 11.78)